# 1
A molecular structure, C39H57N5P2SSc. Source: the OMol25 dataset; level of theory: ωB97M-V with the def2-TZVPD basis set.

Cartesian coordinates (Å):
1 C -0.341 2.321 1.038
2 H 2.070 2.015 0.060
3 H -3.648 -1.005 2.654
4 S 0.337 4.587 2.173
5 C -1.066 3.400 0.431
6 H -1.311 1.497 3.263
7 C -4.116 2.223 -3.447
8 P -1.984 1.055 -1.833
9 H 0.209 -1.478 2.755
10 H -0.659 -0.421 4.453
11 H -0.824 -3.103 0.240
12 C -1.988 -0.587 -2.621
13 H 1.117 -3.441 0.720
14 H 4.530 -1.966 -0.780
15 H -3.957 -0.626 -0.332
16 H 5.367 -0.574 1.226
17 H -1.245 5.582 0.615
18 H 3.368 0.911 1.921
19 H 1.030 2.991 -3.053
20 H 1.037 1.264 -2.700
21 C 0.522 2.203 -2.493
22 C 2.611 -2.259 1.803
23 C 4.038 -2.427 2.315
24 H 4.401 -1.533 2.820
25 C 0.465 2.863 2.022
26 H -0.352 2.423 -4.990
27 H -2.291 -2.770 2.877
28 H 3.207 1.333 -1.109
29 H -3.953 2.278 0.010
30 H -3.713 3.609 -1.120
31 H -1.986 1.786 -4.846
32 H 3.545 0.271 5.455
33 H 3.757 2.530 0.063
34 H -0.025 -3.342 -2.382
35 C 4.975 0.265 0.663
36 C 2.966 0.835 4.738
37 H 2.777 -3.826 0.307
38 N 1.121 0.878 3.197
39 C 1.900 0.252 4.083
40 P 2.215 -0.797 0.698
41 H -3.948 1.527 -4.265
42 H -3.881 -0.543 -3.644
43 H -1.764 3.271 -0.381
44 H -4.329 0.731 -1.933
45 C -0.863 -2.719 -2.669
46 H -4.284 -2.071 0.613
47 H -2.143 -1.277 4.139
48 H -0.723 -3.484 2.592
49 H 5.542 1.150 0.961
50 C 3.951 -1.945 -2.829
51 C 1.410 -1.139 -1.871
52 H -3.782 -2.875 -4.381
53 H 4.910 -2.289 -3.191
54 H -2.423 -3.692 0.689
55 C -3.021 -1.140 -3.379
56 H -2.757 1.476 1.508
57 C -4.183 2.632 -0.995
58 C 3.490 0.557 0.895
59 H 4.069 -3.254 3.029
60 H 2.670 3.857 3.276
61 C -0.989 1.745 -4.419
62 C -3.746 1.647 -2.080
63 C -1.725 -2.855 0.807
64 H 4.091 2.665 4.905
65 C -1.890 -3.250 -3.428
66 H 3.088 -1.706 -4.781
67 C 3.728 -1.766 -1.479
68 H 0.907 -1.024 -3.967
69 C -0.938 2.135 -2.942
70 H -0.607 0.733 -4.562
71 C 2.924 -1.632 -3.714
72 N -0.773 -1.352 2.541
73 H -1.850 -4.289 -3.728
74 C -0.812 4.644 0.924
75 H -5.175 2.488 -3.449
76 C 1.687 -1.236 -3.249
77 C 2.123 -3.545 1.132
78 H -2.855 0.945 3.922
79 C -2.037 0.689 3.241
80 C 2.493 -1.328 -0.995
81 C -2.975 -2.461 -3.792
82 N -2.239 -1.622 0.201
83 H 5.177 0.102 -0.395
84 H -1.383 3.130 -2.817
85 H -4.612 0.182 1.820
86 N -2.511 0.552 1.853
87 C -3.609 -1.212 0.520
88 C 3.255 2.161 4.439
89 C -1.386 -2.675 2.277
90 H 4.725 -2.674 1.507
91 H 2.117 -4.363 1.855
92 C -0.880 -1.376 -2.265
93 C 3.093 1.674 -0.077
94 H 1.647 -0.782 4.308
95 H -2.220 -1.785 -0.802
96 H 0.622 2.426 -1.433
97 C 2.458 2.828 3.533
98 N 0.113 -0.860 -1.395
99 H 1.989 -2.105 2.690
100 C 1.375 2.168 2.938
101 C -1.397 -0.626 3.681
102 C -3.666 -0.363 1.775
103 H -5.262 2.786 -1.058
104 H -3.555 3.133 -3.659
105 Sc -0.567 0.061 0.553

Properties
E_tot: -98930.587 eV
HOMO level: -9.47 eV
charge: +1

Mulliken population analysis, charges in e, atoms 1 to 4: 0.9895, 0.1204, 0.3881, -0.2841



# 2
18 unconnected molecules or ions with the total composition C39H58N18O3P at a distorted geometry. Source: the OMol25 dataset; level of theory: ωB97M-V with the def2-TZVPD basis set.

Cartesian coordinates (Å):
1 C -9.851 1.035 3.761
2 H 1.834 4.054 -0.334
3 H -6.810 4.372 1.305
4 H 2.676 3.135 3.579
5 H -1.201 0.337 2.609
6 H -2.243 -4.966 5.863
7 C 5.699 2.160 -10.758
8 H 0.015 2.245 -4.263
9 O -0.507 2.565 0.106
10 C -4.064 -3.994 5.356
11 H 4.121 0.986 -4.204
12 C 2.751 -0.133 -8.323
13 C 3.151 3.991 3.093
14 C 5.548 -2.083 -11.410
15 C 0.371 -0.076 -4.404
16 C -0.555 -0.407 3.081
17 N 0.402 1.347 -2.227
18 H 6.648 2.670 -10.941
19 N 4.226 -1.500 -0.814
20 C -6.269 -1.177 6.445
21 H 5.713 1.232 -11.336
22 C 0.695 -0.588 2.336
23 H -9.624 0.049 3.349
24 N -9.706 2.900 1.931
25 H -4.601 -0.048 1.895
26 N 0.253 0.111 -7.581
27 C 4.234 -1.101 -4.592
28 C 1.709 3.847 6.306
29 C 8.784 -2.810 -11.612
30 H -3.467 0.564 10.395
31 H 2.929 -4.220 -1.873
32 H 8.974 -2.505 -13.707
33 H 10.338 -3.333 -12.965
34 C -6.766 3.442 1.876
35 C 4.607 0.084 -3.822
36 H 0.764 -2.393 -4.089
37 H -0.370 -0.072 4.105
38 O -0.799 3.741 -2.284
39 H 5.685 0.261 -3.850
40 H 4.550 -2.147 -10.969
41 C -5.596 2.641 1.513
42 C 2.259 4.620 2.116
43 H 3.442 4.689 3.881
44 C -0.097 -5.132 1.724
45 H -7.269 -1.232 6.884
46 H -7.698 2.903 1.689
47 N -2.463 -2.403 1.818
48 H -2.451 3.702 13.457
49 C -4.560 -0.979 2.467
50 H 4.908 2.789 -11.175
51 C 5.624 -1.029 -12.425
52 H 2.906 -1.031 -8.926
53 C 1.353 0.003 -7.908
54 H -0.748 -4.390 1.253
55 N -4.401 2.453 11.269
56 H -1.436 2.725 12.403
57 H 6.252 -1.908 -10.595
58 H 0.772 0.288 -0.274
59 N -4.676 2.009 1.227
60 C -3.164 -4.613 6.333
61 N 1.678 -0.731 1.750
62 H -6.756 3.712 2.935
63 N -3.828 -1.467 7.968
64 H -1.123 -1.338 3.141
65 C 3.951 -3.998 -1.559
66 H 4.197 -4.689 -0.750
67 H -0.139 4.702 6.919
68 N -6.120 0.691 4.612
69 C 1.154 -5.297 0.981
70 N 8.417 -2.481 -10.571
71 H -6.040 -2.165 6.036
72 H 8.824 -4.192 -13.227
73 H -3.631 -5.473 6.820
74 H -2.085 0.822 9.339
75 H 4.069 3.629 2.625
76 H -10.850 0.980 4.201
77 H 1.008 -2.125 -1.303
78 C 0.816 -1.263 -2.022
79 C -3.536 -0.533 8.577
80 H -4.554 -0.710 3.524
81 H -0.660 -6.067 1.782
82 H 0.085 -4.799 2.749
83 O 1.682 3.752 -1.269
84 C 9.250 -3.229 -12.937
85 P 0.202 2.942 -1.423
86 C -2.395 2.749 12.925
87 H 4.321 -0.019 -2.772
88 C 4.100 -2.599 -1.142
89 C 0.670 0.178 -1.403
90 H -5.565 -0.996 7.265
91 H 4.607 -4.237 -2.400
92 H -9.146 1.216 4.576
93 H 3.421 -0.202 -7.463
94 N 3.931 -2.034 -5.196
95 C 0.417 4.472 6.007
96 H 3.078 0.720 -8.920
97 N -4.771 -3.508 4.588
98 N 2.139 -5.422 0.400
99 H -3.637 1.557 8.956
100 H -0.214 3.819 5.398
101 H -2.881 -3.909 7.119
102 H -5.491 -1.519 2.277
103 C -3.165 0.655 9.351
104 H -2.376 1.958 13.678
105 C -3.388 -1.780 2.106
106 N 2.724 3.356 6.540
107 C 5.490 1.905 -9.330
108 C 0.664 -1.381 -3.573
109 H 5.779 -3.064 -11.832
110 C -3.518 2.583 11.997
111 C -6.185 -0.132 5.419
112 C 0.248 1.301 -3.662
113 H -1.241 1.937 -0.146
114 N 5.685 -0.201 -13.226
115 N 5.326 1.705 -8.207
116 C -9.770 2.079 2.737
117 H 0.236 -0.053 -5.536
118 H 0.541 5.408 5.457
119 N 1.553 5.114 1.349

Properties
E_tot: -83624.513 eV
HOMO level: -12.63 eV
charge: +1

Mulliken population analysis, charges in e, atoms 1 to 4: -0.7224, 0.2509, 0.3557, 0.2187



# 3
A molecular structure, C39H59N8OSSi4Sn. Source: the OMol25 dataset; level of theory: ωB97M-V with the def2-TZVPD basis set.

Cartesian coordinates (Å):
1 C 3.310 -0.364 0.026
2 C -4.708 1.680 1.130
3 H 1.506 2.999 4.769
4 H -0.927 -2.338 -0.637
5 H -2.447 1.840 -5.382
6 H -1.958 -7.838 2.492
7 N 1.859 2.207 2.828
8 H 2.763 -0.345 -0.907
9 H -3.057 -0.507 -3.286
10 C -3.409 2.067 0.835
11 C -2.130 -0.047 4.912
12 H -1.487 4.054 -2.641
13 N 0.630 -4.694 0.207
14 H 4.789 -1.752 -0.642
15 H -4.056 0.914 -3.008
16 H 2.493 0.399 -5.023
17 C 4.438 -1.141 0.178
18 N 2.818 0.415 0.994
19 C -0.941 -6.056 1.836
20 H -2.892 -0.777 5.146
21 C 1.673 3.808 -3.062
22 H 2.963 4.030 2.818
23 C 1.870 -2.406 -2.323
24 H 2.192 6.008 1.716
25 H -2.816 3.345 -1.693
26 N -2.387 1.213 0.825
27 C -3.887 -0.538 1.463
28 S 0.616 -2.502 1.651
29 Si 2.035 1.961 -3.138
30 H -3.204 0.160 -1.655
31 H 1.708 4.178 -2.035
32 C -1.076 -2.399 -1.718
33 H -2.101 -2.359 2.203
34 H 0.454 3.572 3.491
35 H 0.444 7.119 0.334
36 H 2.004 -6.326 -1.453
37 H -0.707 -7.712 0.441
38 Si 0.264 -1.458 -2.651
39 H -1.066 0.738 -5.389
40 H 0.512 -5.864 -2.278
41 H -1.411 -6.748 3.787
42 H 0.692 4.052 -3.476
43 H -5.507 2.407 1.117
44 H -1.252 5.684 -0.831
45 C 4.595 -0.301 2.404
46 C 1.472 4.044 1.282
47 H 2.361 0.568 3.985
48 C -0.096 -1.678 -4.485
49 C -2.633 -0.058 1.131
50 H -1.768 -0.720 1.113
51 C 5.097 -1.104 1.397
52 H 3.265 2.923 1.477
53 H -2.812 -6.324 2.821
54 H 1.271 1.574 -5.504
55 C 2.193 1.446 -4.939
56 C 0.475 6.041 0.417
57 Si 0.317 0.817 -2.000
58 H -5.942 -0.009 1.687
59 C -2.347 1.310 5.103
60 H -3.290 1.670 5.492
61 H 5.082 -0.245 3.368
62 C 2.851 1.257 3.299
63 H 3.666 1.756 3.845
64 H 3.826 2.091 -1.374
65 C -3.126 0.419 -2.713
66 H -0.814 2.478 -5.230
67 C 1.453 5.426 1.183
68 H -1.054 3.215 -0.601
69 Sn 0.374 0.905 0.779
70 H 1.207 -4.113 -0.389
71 H 5.991 -1.691 1.561
72 C -4.135 -1.972 1.840
73 H 2.082 -2.492 -1.254
74 C -0.902 -0.451 4.418
75 H -1.473 3.266 4.906
76 H 2.971 2.049 -5.418
77 C 0.919 -6.445 -1.447
78 C 0.345 -5.962 -0.159
79 C -4.951 0.354 1.447
80 C 2.483 3.320 2.130
81 H -3.181 3.102 0.604
82 H -2.072 -2.021 -1.942
83 H 4.105 0.708 -2.440
84 C 0.951 2.678 3.873
85 O -5.266 -2.417 1.870
86 H -1.060 -3.455 -2.010
87 C -1.463 1.648 -4.943
88 Si -1.675 1.562 -3.076
89 N -3.042 -2.715 2.134
90 H 2.739 -1.949 -2.805
91 H 2.423 4.357 -3.638
92 H -3.197 -3.668 2.414
93 C -0.369 3.883 -0.097
94 N -0.659 -4.804 2.148
95 H 0.528 -1.053 -5.124
96 N 0.576 3.290 0.635
97 N 0.074 0.401 4.098
98 H -1.140 -1.456 -4.712
99 C 0.156 -4.087 1.348
100 H 4.457 2.336 -3.005
101 C -2.280 3.305 -2.645
102 H -0.679 -1.500 4.255
103 H 1.765 -3.412 -2.745
104 H -2.991 3.592 -3.424
105 C 3.442 0.439 2.177
106 C -0.142 1.700 4.267
107 H 0.083 -2.722 -4.759
108 C -1.831 -6.799 2.782
109 C -0.466 5.254 -0.227
110 C 3.759 1.742 -2.407
111 H 0.679 -7.492 -1.605
112 C -1.336 2.199 4.780
113 C -0.451 -6.690 0.675

Properties
E_tot: -103546.413 eV
HOMO level: -8.90 eV
charge: +1

Mulliken population analysis, charges in e, atoms 1 to 4: -0.7369, -1.2737, 0.3331, -0.6085



# 4
3 unconnected molecules or ions with the total composition C39H60ClNO8S4 at a distorted geometry. Source: the OMol25 dataset; level of theory: ωB97M-V with the def2-TZVPD basis set.

Cartesian coordinates (Å):
1 S -0.655 0.699 -1.335
2 C 3.338 6.612 5.039
3 C -2.472 0.530 -1.194
4 C 1.015 -0.181 -4.781
5 H 4.653 2.113 -0.025
6 H -3.770 -0.536 -3.409
7 S -2.382 -2.538 -6.108
8 H -7.511 1.863 1.988
9 C 0.806 -4.506 -2.851
10 H -2.896 1.129 -2.020
11 O -2.646 -2.821 -4.570
12 O 3.498 -6.627 -2.590
13 C 3.330 -1.495 0.172
14 H 4.856 2.302 4.547
15 C -0.369 -3.999 1.737
16 C -2.005 -1.904 -3.572
17 Cl 2.797 -5.159 -0.253
18 H -2.763 0.935 -0.204
19 C 5.187 5.109 4.125
20 H 1.589 -0.838 2.991
21 C -6.454 2.050 3.871
22 N 0.981 -0.833 0.250
23 H 1.629 -4.244 -3.543
24 H 1.007 -6.545 -3.608
25 S -0.244 1.194 1.595
26 C 1.051 -1.724 2.625
27 C -4.698 1.611 2.030
28 O -1.440 -1.214 -5.949
29 H 1.070 0.550 -3.947
30 C -1.227 -0.928 -4.535
31 C -2.996 -0.923 -1.366
32 C 3.556 3.359 3.154
33 H 0.741 0.281 -5.746
34 C 0.083 0.299 0.282
35 H -0.035 -6.429 -2.153
36 H -0.239 -4.736 3.770
37 C 2.849 0.862 0.136
38 C -1.146 -2.902 -2.746
39 C 4.236 1.098 0.047
40 C -5.039 2.305 3.349
41 H 4.466 -0.449 -4.233
42 H 5.153 4.356 2.118
43 H 5.765 5.989 3.823
44 S 2.375 -6.556 -1.701
45 H -2.374 -1.652 -0.808
46 H -0.304 -3.775 -4.593
47 H -4.460 -0.351 1.161
48 H 0.928 -3.996 -1.878
49 H 2.395 -1.843 -5.093
50 C -7.581 2.439 2.915
51 C -1.825 1.726 -4.384
52 C 4.697 -1.262 0.082
53 H 2.784 3.582 3.897
54 H 6.256 0.241 -0.097
55 H 2.159 1.714 0.153
56 H 1.004 -2.728 4.563
57 O 0.131 -1.232 -4.363
58 C -0.034 -2.956 0.868
59 H -3.986 -2.171 -2.813
60 H -4.324 1.982 4.114
61 C -3.254 -1.338 -2.843
62 O -1.579 -3.504 -6.803
63 H -8.456 4.157 1.938
64 C 4.316 5.477 5.326
65 H -5.753 -0.267 2.354
66 H -6.579 2.600 4.810
67 H 3.272 0.755 -3.610
68 C 4.426 4.590 2.903
69 H -2.213 2.735 -4.334
70 H -1.234 -4.944 -3.503
71 H 3.869 7.512 4.721
72 C 4.350 2.135 3.593
73 C 0.886 -6.046 -2.625
74 H -0.371 -2.311 -2.224
75 C 0.714 -2.768 3.503
76 H -6.703 4.251 2.080
77 H 2.770 6.858 5.938
78 H 5.102 1.871 2.847
79 C -0.544 -4.087 -3.567
80 C -1.614 0.535 -4.466
81 C -7.612 3.929 2.592
82 H 4.971 5.782 6.146
83 C 5.179 0.064 -0.001
84 H -0.346 -3.025 -0.183
85 H 5.377 -2.124 0.062
86 C 3.442 -0.313 -3.837
87 H -4.063 -0.281 2.881
88 H -5.363 1.957 1.234
89 H -8.534 2.163 3.375
90 H -4.883 3.381 3.230
91 H -0.932 -4.855 1.348
92 H 3.684 1.278 3.718
93 H 3.797 5.389 2.499
94 O 3.006 -0.240 -6.208
95 H 2.976 -2.530 0.225
96 H 3.027 3.116 2.227
97 C 2.468 -0.750 -4.966
98 H 3.290 -0.943 -2.938
99 H -7.724 4.522 3.502
100 H -1.778 -3.348 -1.948
101 H 3.767 4.601 5.682
102 H -3.983 -0.955 -0.854
103 C -4.750 0.090 2.116
104 O -3.543 -2.313 -6.911
105 H 3.100 0.711 -6.041
106 O 2.150 -7.811 -1.043
107 H -3.686 1.909 1.735
108 C 0.013 -3.915 3.089
109 H -6.562 0.992 4.129
110 C 0.687 -1.816 1.270
111 H 5.922 4.363 4.440
112 C 2.363 -0.456 0.200
113 H 2.622 6.342 4.261

Properties
E_tot: -115144.831 eV
SMILES: C#C[C@]1(OC[C@H](C)O)OS(=O)(=O)O[C@]1(CCCCS(=O)(=O)Cl)CCCSC(=S)N(c1ccccc1)c1ccccc1.CCCCCC.CCCCCC
HOMO level: -8.73 eV
charge: 0

Mulliken population analysis, charges in e, atoms 1 to 4: -0.0124, -1.1900, 0.1505, -0.2925